Record 1
Below is 10 unconnected molecules or ions with the total composition C40H64Cl18N4O2PS2 at a distorted geometry, with properties calculated with ωB97M-V/def2-TZVPD.

```
131
Properties=species:S:1:pos:R:3:forces:R:3
C 0.525 -0.554 8.020 -1.18 4.82 -5.12
C 0.255 0.414 7.152 2.64 -5.27 3.18
C 0.366 1.383 5.844 0.52 -0.49 1.72
C -0.549 0.891 4.603 -2.21 1.97 -0.42
C -1.259 -0.560 4.636 -0.20 -0.18 -0.18
C -0.277 -1.809 4.360 3.78 -1.82 2.47
O 0.635 -2.095 5.232 -4.52 1.53 -4.01
C -0.355 -2.797 3.084 -0.66 -2.40 -2.60
C -0.725 -4.309 3.382 0.45 0.19 -2.43
C -0.814 -5.449 2.282 1.10 4.35 -1.07
C -0.519 -5.038 0.788 0.19 2.55 3.24
C -0.155 -3.524 0.472 -0.55 -1.24 2.73
C -0.058 -2.386 1.592 -1.29 -4.08 0.80
C -1.815 1.951 4.634 -0.39 1.12 1.08
N -2.252 2.249 3.192 0.47 0.93 0.95
C -1.010 2.333 2.341 3.69 -1.87 -0.89
N -0.183 3.569 2.557 -1.99 0.62 -0.03
C -1.226 2.024 0.743 -1.00 -0.32 -0.41
C -2.785 2.119 0.290 -0.88 -0.55 -0.19
C -3.504 0.653 0.482 1.56 -0.24 1.18
S -5.270 0.875 1.075 -0.52 -0.91 0.75
C -5.699 -0.462 2.297 1.24 -1.94 1.03
S -4.561 -1.617 2.825 -1.72 2.20 -0.94
N -7.074 -0.577 2.905 0.42 0.86 -0.76
C -8.253 -1.110 2.174 -1.92 1.92 5.51
C -9.365 -0.936 3.293 4.96 0.43 -1.73
N -8.749 -0.357 4.488 2.74 -0.33 -2.58
C -7.326 -0.121 4.301 -5.46 -2.30 -3.41
C -0.068 1.193 3.070 -1.63 -1.82 -0.90
P 1.784 1.263 2.662 1.83 -3.95 -2.14
O 2.334 -0.151 2.262 -1.86 3.43 1.39
H 0.814 -1.494 8.638 -0.92 2.42 -1.28
H 1.474 1.512 5.497 -1.98 -0.67 0.95
H 0.063 2.439 6.242 0.38 -1.92 -1.05
H -1.792 -0.684 5.653 1.12 -0.04 -1.49
H -2.097 -0.577 3.825 1.44 0.08 1.23
H -0.947 -4.636 4.477 0.52 0.84 -2.17
H -1.069 -6.535 2.586 0.48 2.14 -0.57
H -0.549 -5.855 -0.040 0.09 1.85 1.58
H 0.046 -3.279 -0.648 -0.27 -0.35 2.58
H 0.238 -1.313 1.313 -0.31 -2.01 0.43
H -1.607 3.022 5.017 0.34 -2.01 -0.20
H -2.771 1.633 5.193 1.60 0.11 -0.79
H -2.620 3.224 3.187 -0.70 -1.20 -0.12
H -2.946 1.498 3.022 0.29 0.75 -1.10
H 0.159 3.957 1.656 -0.59 -0.33 0.84
H -0.731 4.305 3.041 0.67 -0.32 -0.49
H -0.626 2.737 0.064 -0.79 -0.98 1.46
H -0.879 0.951 0.477 -0.41 1.75 0.61
H -3.398 2.877 0.935 1.22 -1.10 -1.34
H -2.892 2.396 -0.833 0.36 -0.21 2.09
H -2.917 0.144 1.353 -1.18 0.41 -1.56
H -3.407 -0.018 -0.449 -0.33 1.10 1.50
H -8.318 -1.518 1.101 0.62 0.89 2.08
H -10.479 -1.235 3.144 2.38 0.73 0.74
H -6.581 0.341 5.043 -1.36 -1.02 -1.62
H -0.463 0.235 2.523 1.36 1.38 0.88
H 2.602 1.852 3.682 -0.96 0.09 -0.34
H 1.941 2.090 1.483 -0.48 0.06 1.03
Cl -0.776 -0.846 -5.418 0.01 0.11 0.07
C -0.059 -2.252 -4.591 -0.30 0.01 0.27
C -0.853 -2.658 -3.365 -0.12 -0.29 -0.38
Cl -0.735 -1.449 -2.061 -0.12 0.40 -0.09
H 0.974 -2.007 -4.339 -0.25 0.01 0.01
H -0.047 -3.070 -5.311 -0.33 0.26 0.31
H -0.464 -3.596 -2.964 0.05 0.16 -0.05
H -1.911 -2.801 -3.600 0.15 0.17 0.03
Cl 1.930 -4.020 -5.893 0.71 -0.44 -0.30
C 2.651 -5.427 -5.070 0.05 -0.40 0.37
C 1.862 -5.840 -3.842 -0.10 -0.21 -0.32
Cl 1.980 -4.638 -2.531 0.03 0.06 0.07
H 3.686 -5.179 -4.819 -0.74 0.02 0.03
H 2.663 -6.245 -5.795 -0.02 0.07 0.10
H 2.256 -6.779 -3.446 0.04 0.14 -0.08
H 0.804 -5.986 -4.073 0.14 0.09 0.04
Cl 5.476 1.974 1.164 -0.14 -0.01 0.05
C 5.835 3.710 1.338 0.07 0.25 -0.05
C 5.436 4.242 2.700 0.42 -0.07 -0.19
Cl 3.666 4.279 2.914 -0.26 0.10 0.02
H 5.325 4.244 0.533 -0.01 -0.11 0.16
H 6.911 3.827 1.196 -0.14 0.01 0.17
H 5.790 5.268 2.817 -0.10 -0.13 -0.08
H 5.861 3.642 3.506 -0.27 0.05 -0.25
Cl 9.580 3.542 1.755 -0.01 0.01 -0.03
C 10.299 3.873 3.351 0.13 0.06 0.26
C 9.359 3.518 4.488 0.32 -0.22 0.04
Cl 7.952 4.610 4.565 0.25 0.07 0.14
H 10.586 4.926 3.382 -0.15 -0.15 -0.02
H 11.207 3.270 3.420 -0.17 0.00 0.03
H 9.881 3.608 5.443 -0.02 0.06 -0.15
H 8.988 2.494 4.399 0.01 0.20 -0.08
Cl 5.696 -5.151 -5.741 0.68 -0.04 -0.12
C 6.118 -4.615 -7.388 0.12 0.19 -0.45
C 4.980 -4.826 -8.368 0.01 0.24 0.03
Cl 4.678 -6.553 -8.686 -0.04 -0.02 0.08
H 7.020 -5.148 -7.697 -0.19 -0.01 0.04
H 6.358 -3.551 -7.322 -0.11 -0.11 0.00
H 5.227 -4.366 -9.328 0.08 -0.06 0.14
H 4.050 -4.380 -8.007 0.15 -0.12 0.02
Cl -11.071 4.420 4.743 0.02 0.07 0.01
C -10.349 3.044 5.613 0.05 -0.29 0.04
C -11.147 2.662 6.845 0.02 -0.21 -0.13
Cl -11.051 3.903 8.120 -0.01 0.03 -0.01
H -9.319 3.306 5.867 -0.20 0.04 0.04
H -10.323 2.205 4.914 -0.05 0.04 0.15
H -10.751 1.738 7.272 0.03 0.12 -0.11
H -12.202 2.502 6.607 0.18 0.14 0.00
Cl -1.946 2.191 -6.364 -0.09 0.06 0.03
C -3.314 1.172 -6.876 -0.15 -0.14 -0.08
C -4.585 1.976 -7.070 0.12 -0.14 -0.34
Cl -5.235 2.591 -5.528 -0.02 0.05 0.08
H -3.446 0.383 -6.132 0.00 0.18 -0.05
H -3.023 0.704 -7.819 -0.08 0.11 0.07
H -5.361 1.344 -7.510 0.11 0.02 0.11
H -4.425 2.828 -7.734 0.04 -0.10 0.19
Cl -2.296 6.722 -2.923 0.08 -0.02 0.06
C -3.421 7.066 -4.261 -0.29 0.06 -0.28
C -3.425 5.965 -5.305 -0.16 -0.02 0.11
Cl -1.895 5.896 -6.215 0.01 0.03 0.04
H -3.147 8.030 -4.695 0.08 -0.20 0.07
H -4.416 7.162 -3.820 0.11 -0.09 -0.06
H -4.218 6.147 -6.033 0.08 0.06 0.12
H -3.595 4.984 -4.854 0.11 0.15 -0.06
Cl 9.717 -5.770 -8.081 0.02 -0.01 -0.05
C 9.644 -5.956 -6.310 -0.05 -0.01 0.30
C 10.581 -5.001 -5.595 -0.18 0.05 0.07
Cl 12.293 -5.410 -5.866 -0.03 0.02 -0.04
H 9.870 -6.997 -6.070 0.06 0.18 -0.09
H 8.612 -5.755 -6.013 0.13 0.04 0.03
H 10.410 -5.053 -4.517 -0.02 -0.08 -0.14
H 10.424 -3.969 -5.915 0.05 -0.20 -0.05
```
Positions in Å, forces in eV/Å.

Summary:
**Gap between HOMO and LUMO**: 6.99 eV
**E_HOMO**: -10.50 eV
**Energy above the lowest of the compared OMol25 structures with the same formula, charge and spin**: 707.6 kJ/mol
**Charge**: +1
**LUMO level**: -3.507 eV

=====

Record 2
Below is 5 unconnected molecules or ions with the total composition C40H65F9N2O19S at a distorted geometry, with properties calculated with ωB97M-V/def2-TZVPD.

```
136
Properties=species:S:1:pos:R:3:forces:R:3
C -0.435 -6.346 2.808 -0.39 0.77 -1.00
C 0.977 -6.307 1.916 -0.36 -0.24 0.07
C 0.782 -5.399 0.527 -1.95 -3.28 -4.43
O 0.365 -6.094 -0.563 2.80 4.91 6.60
O 1.003 -3.946 0.491 0.85 -3.21 -0.03
C 2.117 -3.597 -0.451 -0.22 -0.81 -1.79
C 1.494 -3.064 -1.912 1.27 -1.42 0.14
C 1.061 -1.505 -1.924 0.29 0.15 1.78
C 0.795 -0.862 -0.402 -1.22 -0.29 0.06
N 0.306 0.571 -0.623 0.18 -1.28 1.77
C 0.929 1.541 0.356 -1.10 1.96 0.26
C -0.154 2.124 1.490 0.34 -0.60 -0.05
C -0.811 3.550 1.019 0.34 0.58 -0.15
C -1.536 4.413 2.207 -0.15 -0.07 0.23
C -1.544 3.702 3.684 0.57 1.26 0.34
O -2.391 2.501 3.788 -0.43 2.32 0.24
C -3.822 2.857 3.882 -0.38 -0.78 -0.01
O -0.084 -1.106 -2.729 -0.21 -1.23 0.87
C -1.215 -1.989 -2.763 -1.90 -1.18 -1.90
O -1.750 -2.494 -1.501 0.58 2.20 -0.09
C -2.501 -1.290 -3.573 0.37 0.42 -0.33
C -3.454 -2.438 -4.328 -0.95 0.98 0.03
C -4.623 -3.031 -3.289 0.53 1.24 0.74
C -6.058 -2.201 -3.517 1.13 -0.94 -0.53
C -7.228 -2.678 -2.420 2.36 -1.34 -2.88
F -6.510 -3.678 -1.542 -3.36 3.04 -2.05
F -8.276 -3.349 -3.276 2.65 1.86 3.42
C -7.770 -1.363 -1.618 3.14 2.41 -0.46
F -7.968 -0.149 -2.496 0.89 -4.59 2.45
F -6.674 -0.974 -0.655 -3.36 -1.25 -3.74
S -9.358 -1.569 -0.663 -2.57 1.29 3.68
F -10.347 -1.657 -2.060 2.46 -0.02 2.88
F -9.479 0.176 -0.639 -0.33 -3.67 0.04
F -8.408 -1.402 0.797 -2.74 -0.74 -2.47
F -9.211 -3.262 -0.495 -0.29 3.49 -0.89
F -10.790 -1.653 0.285 3.14 0.21 -2.04
N 2.201 -0.635 -2.496 0.49 -1.37 -1.20
C 3.511 -0.829 -1.821 5.07 -2.55 0.91
C 3.967 0.343 -0.716 0.11 -0.16 -1.84
O 4.431 -1.781 -2.021 -5.87 5.14 0.28
C 2.238 -0.665 -3.997 1.07 -3.18 -5.07
C 2.219 0.818 -4.769 -0.67 0.40 1.99
O 2.328 -1.728 -4.797 -0.69 5.75 5.26
H -1.293 -6.108 2.013 1.70 -0.45 1.96
H -0.429 -5.516 3.655 -0.08 -1.86 -1.85
H -0.674 -7.408 3.241 0.82 2.09 -0.73
H 1.147 -7.436 1.576 -0.18 2.80 0.40
H 1.891 -5.941 2.565 -1.92 -0.62 -1.44
H 2.642 -4.643 -0.685 -0.73 2.65 0.39
H 2.845 -2.814 0.028 -1.55 -1.76 -0.69
H 2.388 -3.247 -2.683 -2.06 0.69 1.61
H 0.688 -3.861 -2.185 1.17 1.80 0.60
H -0.088 -1.410 0.169 2.13 0.42 -1.44
H 1.724 -0.945 0.303 -1.67 0.37 -1.57
H -0.749 0.517 -0.488 1.99 0.48 -0.10
H 1.862 1.136 0.936 -1.92 0.62 -1.46
H 1.230 2.505 -0.280 -0.33 -2.24 1.53
H -1.014 1.326 1.709 1.89 1.69 -0.47
H 0.487 2.208 2.490 -1.60 0.18 -2.08
H 0.062 4.224 0.588 -1.78 -1.53 0.84
H -1.603 3.454 0.139 1.80 -0.24 1.79
H -2.652 4.627 1.878 2.28 -0.31 0.85
H -0.972 5.450 2.325 -1.27 -2.11 -0.15
H -1.906 4.538 4.454 0.55 -1.80 -1.51
H -0.434 3.439 4.037 -2.57 0.27 -0.94
H -3.990 3.886 4.424 0.38 -1.87 -1.22
H -4.333 2.018 4.557 1.09 1.79 -1.66
H -4.276 2.834 2.780 0.72 0.25 2.50
H -0.937 -2.944 -3.424 -0.53 1.84 1.80
H -2.105 -1.716 -0.941 0.87 -1.65 -1.54
H -3.174 -0.676 -2.803 1.45 -1.35 -1.52
H -2.104 -0.493 -4.368 -0.75 -1.89 1.68
H -4.051 -1.870 -5.189 1.44 -1.22 1.65
H -2.822 -3.282 -4.835 -1.16 1.61 1.16
H -4.254 -2.679 -2.209 -0.81 -1.41 -2.29
H -4.754 -4.193 -3.375 0.22 2.43 0.27
H -6.395 -2.475 -4.629 0.25 0.87 2.66
H -5.773 -1.071 -3.421 -0.94 -2.11 -0.17
H 3.727 0.030 0.388 0.48 0.71 -2.30
H 5.142 0.465 -0.887 -2.65 -0.44 0.61
H 3.449 1.352 -1.049 0.94 -2.34 1.07
H 3.308 1.246 -4.937 -2.19 -1.19 0.18
H 1.707 1.557 -3.990 1.08 -1.51 -1.67
H 1.555 0.818 -5.734 1.63 -0.37 1.84
C -5.749 -8.513 3.898 -0.15 -0.39 -0.40
C -4.737 -9.021 4.907 -1.19 0.30 -0.48
C -4.173 -7.942 5.781 -0.46 0.55 0.61
O -2.882 -8.433 6.094 0.52 -0.61 -0.58
C -2.522 -9.260 5.069 2.38 -1.00 -0.42
O -1.396 -9.702 4.901 -2.57 1.05 0.39
O -3.584 -9.526 4.251 1.03 0.09 0.61
H -5.258 -7.982 3.074 0.04 0.04 0.30
H -6.286 -9.355 3.449 0.04 0.18 0.09
H -6.484 -7.849 4.364 0.13 -0.10 0.02
H -5.172 -9.831 5.505 0.10 0.10 0.03
H -4.762 -7.804 6.693 0.25 -0.03 -0.08
H -4.069 -6.976 5.275 -0.09 -0.13 -0.10
C 4.622 7.307 1.162 0.58 0.03 0.06
C 4.087 6.201 0.273 0.40 1.27 0.28
C 2.591 6.105 0.273 -0.64 0.83 -0.18
O 2.363 4.732 0.016 0.81 -0.88 0.19
C 3.466 4.063 0.466 0.29 -2.22 0.36
O 3.535 2.851 0.590 0.10 3.01 -0.08
O 4.481 4.928 0.764 -0.79 -1.05 -0.25
H 4.553 7.036 2.221 -0.25 -0.02 -0.21
H 5.684 7.477 0.952 -0.17 0.02 0.01
H 4.088 8.249 0.998 0.00 -0.17 -0.01
H 4.478 6.311 -0.745 -0.10 -0.06 0.05
H 2.141 6.722 -0.510 -0.01 -0.25 0.11
H 2.135 6.363 1.236 0.18 0.06 -0.01
C 5.317 10.947 4.971 0.04 0.44 -0.38
C 3.908 10.419 5.160 1.09 0.75 0.33
C 3.846 9.154 5.961 0.28 -0.11 0.91
O 2.690 8.514 5.451 -0.39 0.13 -1.03
C 2.527 8.966 4.173 -1.54 -0.93 -1.60
O 1.753 8.481 3.363 1.74 1.01 1.73
O 3.347 10.028 3.915 -0.85 -0.94 -0.03
H 5.870 10.352 4.235 -0.15 -0.10 0.24
H 5.285 11.971 4.583 0.05 -0.16 0.12
H 5.872 10.957 5.914 -0.15 -0.03 -0.08
H 3.267 11.196 5.593 0.00 -0.15 0.00
H 3.735 9.352 7.031 -0.10 -0.15 -0.20
H 4.708 8.495 5.809 0.01 0.16 -0.08
C 5.828 -2.528 -5.530 0.24 -0.29 0.43
C 6.356 -1.138 -5.824 -0.89 -1.01 0.55
C 5.774 -0.527 -7.063 -0.91 0.17 -0.14
O 6.809 0.330 -7.508 0.99 -0.09 0.15
C 7.979 -0.194 -7.036 2.41 0.64 -0.64
O 9.090 0.168 -7.389 -2.53 -0.77 0.78
O 7.744 -1.180 -6.119 0.47 0.93 -0.81
H 6.265 -3.272 -6.206 -0.10 0.28 -0.10
H 6.107 -2.829 -4.514 -0.15 0.06 -0.15
H 4.737 -2.570 -5.609 0.12 0.12 0.06
H 6.212 -0.486 -4.954 0.00 0.02 -0.11
H 4.867 0.046 -6.850 0.20 -0.01 -0.13
H 5.558 -1.256 -7.852 0.04 -0.07 0.18
```
Positions in Å, forces in eV/Å.

Summary:
**SMILES**: CCC(=O)OCC[C@](CNCCCCCOC)(O[C@@H](O)CCCCC(F)(F)C(F)(F)S(F)(F)(F)(F)F)N(C(C)=O)C(C)=O.C[C@@H]1COC(=O)O1.C[C@@H]1COC(=O)O1.C[C@@H]1COC(=O)O1.C[C@@H]1COC(=O)O1
**Gap between HOMO and LUMO**: 6.10 eV
**E_HOMO**: -8.54 eV
**Energy above the lowest of the compared OMol25 structures with the same formula, charge and spin**: 1698.0 kJ/mol
**LUMO level**: -2.446 eV

=====

Among the records above, which one has the highest E_HOMO? C40H65F9N2O19S

=====

Which of these has the highest energy above the lowest of the compared OMol25 structures with the same formula, charge and spin? C40H65F9N2O19S